i.
{"formula": "C2H2Cl2", "method": "ωB97M-V with the def2-TZVPD basis set", "symbols": ["Cl", "C", "C", "Cl", "H", "H"], "xyz": [[2.0919, -0.1113, -0.0652], [0.5090, 0.5581, 0.1252], [-0.5149, -0.2925, 0.2188], [-2.1108, -0.0032, -0.0728], [0.5521, 1.7448, 0.0731], [-0.1964, -1.3907, 0.2088]], "smiles": "Cl/C=C/Cl", "e_homo_ev": -9.3711, "homo_lumo_gap_ev": 10.273}

---

ii.
{"formula": "C2H2Cl2", "method": "ωB97M-V with the def2-TZVPD basis set", "symbols": ["Cl", "C", "C", "Cl", "H", "H"], "xyz": [[1.8799, 0.9465, 0.2942], [0.3238, 0.5302, -0.1563], [-0.3632, -0.5145, 0.3318], [-1.8605, -0.9516, -0.3640], [-0.0565, 1.1132, -1.0432], [-0.0354, -1.1208, 1.1761]], "smiles": "Cl/C=C/Cl", "e_homo_ev": -9.3718, "homo_lumo_gap_ev": 10.403}

---

Most stable pick: ii. Distance to second place: 0.0153 hartree.

---

i.
{"formula": "C6H6O4", "method": "ωB97M-V with the def2-TZVPD basis set", "symbols": ["O", "C", "O", "C", "C", "C", "C", "C", "O", "O", "H", "H", "H", "H", "H", "H"], "xyz": [[0.3663, 1.7603, 1.4239], [-0.2265, 0.9866, 2.1888], [-0.4265, 1.3217, 3.4899], [-0.7283, -0.3693, 1.8593], [-0.7219, -0.9022, 0.6611], [-0.2228, -0.2438, -0.6184], [-0.0364, -0.9155, -1.7719], [0.6669, -0.3255, -2.9638], [0.4004, -0.6810, -4.0824], [1.7056, 0.5845, -2.7352], [0.0116, 2.1670, 3.6004], [-1.2425, -0.9573, 2.6277], [-1.0909, -1.9454, 0.5692], [0.0808, 0.8063, -0.5613], [-0.4324, -1.9271, -1.9127], [1.8966, 0.6408, -1.7747]], "smiles": "O=C(O)/C=C\\C=C\\C(=O)O", "e_homo_ev": -10.0880, "homo_lumo_gap_ev": 9.272}

---

ii.
{"formula": "C6H6O4", "method": "ωB97M-V with the def2-TZVPD basis set", "symbols": ["O", "C", "O", "C", "C", "C", "C", "C", "O", "O", "H", "H", "H", "H", "H", "H"], "xyz": [[-0.7918, 1.0626, -1.8531], [-1.9279, 1.0539, -1.3250], [-2.9352, 1.7552, -1.9453], [-2.3167, 0.3572, -0.1657], [-1.4150, -0.3524, 0.5393], [0.0189, -0.4825, 0.4012], [0.8410, -0.9422, 1.3347], [2.3572, -0.9925, 1.1648], [3.0767, -1.7141, 1.8424], [3.0052, -0.1828, 0.4055], [-2.5682, 2.1510, -2.7647], [-3.3903, 0.4328, 0.1036], [-1.7517, -0.8888, 1.4209], [0.4991, 0.0131, -0.4182], [0.5498, -1.4189, 2.3109], [2.4766, 0.4954, 0.0557]], "smiles": "O=C(O)/C=C\\C=C\\C(=O)O", "e_homo_ev": -10.1132, "homo_lumo_gap_ev": 8.933}

---

Most stable pick: i. Distance to second place: 0.0134 hartree.

---

i.
{"formula": "C3H4BrOS", "method": "ωB97M-V with the def2-TZVPD basis set", "symbols": ["C", "C", "C", "O", "S", "Br", "H", "H", "H", "H"], "xyz": [[-2.6142, 1.3465, -0.3417], [-2.6807, 0.3278, -1.1915], [0.5311, -0.4249, -0.6316], [-2.4678, 2.2666, 0.4320], [-1.9450, -1.1684, -0.5654], [2.4213, 0.3530, -0.1681], [0.3033, -1.0556, 0.1435], [-3.1996, 0.3197, -2.1924], [0.4290, -0.9788, -1.6316], [0.0604, 0.5199, -0.7263]], "e_homo_ev": -2.7483, "homo_lumo_gap_ev": 6.229, "charge": -1}

---

ii.
{"formula": "C3H4BrOS", "method": "ωB97M-V with the def2-TZVPD basis set", "symbols": ["C", "C", "C", "O", "S", "Br", "H", "H", "H", "H"], "xyz": [[-2.7950, 1.1300, -0.7735], [-1.9678, 0.3313, -0.1719], [0.9953, 0.1875, 0.4592], [-3.3667, 1.9961, -1.2949], [-1.5905, 1.0033, 1.4462], [2.9008, 0.6271, -0.1417], [0.5997, 0.8958, 1.2378], [-1.5490, -0.5529, -0.5336], [1.0117, -0.7947, 0.7931], [0.3472, 0.3274, -0.4485]], "e_homo_ev": -2.5269, "homo_lumo_gap_ev": 5.804, "charge": -1}

---

Most stable pick: ii. Distance to second place: 0.0061 hartree.

---

i.
{"formula": "C5H4FNS", "method": "ωB97M-V with the def2-TZVPD basis set", "symbols": ["N", "C", "C", "C", "S", "C", "C", "F", "H", "H", "H", "H"], "xyz": [[-3.2810, -0.5051, 0.1273], [-2.1043, -0.4583, 0.1032], [-0.6910, -0.2818, 0.1302], [0.1670, -1.2790, -0.2044], [1.8472, -0.8075, -0.1669], [1.4649, 0.8052, 0.6181], [-0.0238, 1.0112, 0.3485], [-0.2826, 1.7749, -0.7654], [-0.1022, -2.2908, -0.3847], [1.6014, 0.7894, 1.7166], [2.0957, 1.6574, 0.1875], [-0.5172, 1.5416, 1.1733]], "smiles": "N#CC1=CSC[C@H]1F", "e_homo_ev": -9.1244, "homo_lumo_gap_ev": 9.196}

---

ii.
{"formula": "C5H4FNS", "method": "ωB97M-V with the def2-TZVPD basis set", "symbols": ["C", "C", "C", "F", "C", "N", "C", "S", "H", "H", "H", "H"], "xyz": [[-2.2185, 1.2007, 1.3694], [-1.5163, 0.4711, 0.7411], [-0.6518, -0.4160, -0.0307], [-0.6769, -1.6846, 0.4614], [-0.8208, -0.3666, -1.5773], [0.5331, 0.1633, -1.6135], [0.7820, 0.0994, -0.2891], [2.0690, 0.4268, 0.6427], [-2.8233, 1.8590, 1.9310], [-0.9209, -1.3630, -2.0090], [-1.5899, 0.3222, -1.9663], [1.1432, 0.4397, -2.3763]], "smiles": "C#C[C@@]1(F)CNC1=S", "e_homo_ev": -8.6838, "homo_lumo_gap_ev": 9.113}

---

Most stable pick: i. Distance to second place: 0.0704 hartree.

---

i.
{"formula": "C4H7I", "method": "ωB97M-V with the def2-TZVPD basis set", "symbols": ["C", "C", "C", "C", "I", "H", "H", "H", "H", "H", "H", "H"], "xyz": [[-0.2314, -1.0948, 0.9348], [-0.0996, -1.0240, -0.5715], [0.4210, 0.1461, 0.1739], [-0.1333, 1.5101, 0.0710], [2.6668, 0.0756, -0.0304], [-1.0942, -0.6343, 1.2761], [0.3667, -1.8352, 1.3790], [0.4391, -1.6984, -1.2247], [-1.7972, -1.1081, -2.1056], [-1.1946, 1.6516, 0.1864], [0.1709, 1.8226, -0.9179], [0.4859, 2.1886, 0.8288]], "e_homo_ev": [-8.6103, -9.4413], "homo_lumo_gap_ev": [8.128, 8.905]}

---

ii.
{"formula": "C4H7I", "method": "ωB97M-V with the def2-TZVPD basis set", "symbols": ["C", "C", "C", "C", "I", "H", "H", "H", "H", "H", "H", "H"], "xyz": [[-0.4693, 1.9156, 0.0029], [-0.4582, 0.4467, -0.2644], [0.6388, -0.5156, -0.0197], [0.2375, -1.9643, 0.0573], [2.6523, 0.0233, 0.0111], [-1.5835, 2.1588, 0.0988], [0.1057, 2.4240, 0.9167], [-0.1339, 2.5484, -0.8186], [-1.5038, 0.0364, -0.3494], [0.2448, -2.4206, -0.9413], [0.9798, -2.5703, 0.7140], [-0.7102, -2.0822, 0.5927]], "smiles": "C/C=C(/C)I", "e_homo_ev": -8.4018, "homo_lumo_gap_ev": 9.005}

---

Most stable pick: ii. Distance to second place: 0.1560 hartree.

---

i.
{"formula": "C7H13NOS2", "method": "ωB97M-V with the def2-TZVPD basis set", "symbols": ["C", "C", "C", "C", "C", "C", "C", "N", "O", "S", "S", "H", "H", "H", "H", "H", "H", "H", "H", "H", "H", "H", "H", "H"], "xyz": [[-0.4058, -1.1162, 1.2504], [-0.4706, 2.1717, 0.4283], [-1.8483, 2.5906, 0.7254], [-1.2309, 1.4826, 1.4967], [0.1617, -1.7226, -1.0873], [1.9404, -1.7042, 0.4682], [0.6826, -1.0149, 0.1895], [-0.9452, -0.9058, -1.5865], [-2.9724, -0.4961, 1.8459], [-0.5189, -2.1032, 2.5478], [-1.9000, -0.1505, 0.8679], [-0.4006, 1.5768, -0.3940], [0.4396, 2.8339, 0.7532], [-2.1574, 3.4797, 1.3746], [-2.7438, 2.5152, 0.0909], [-0.9060, 1.7080, 2.4351], [1.0212, -1.6679, -1.8709], [-0.8040, -0.5293, -2.5577], [-0.0448, -2.7430, -0.7630], [2.1605, -2.5673, -0.0605], [2.1024, -2.0169, 1.5540], [2.7896, -1.1002, 0.2807], [0.7393, 0.0572, -0.0545], [-1.7433, -1.4509, -1.6754]], "e_homo_ev": -8.4563, "homo_lumo_gap_ev": 8.054}

---

ii.
{"formula": "C7H13NOS2", "method": "ωB97M-V with the def2-TZVPD basis set", "symbols": ["C", "C", "C", "C", "C", "C", "C", "H", "H", "H", "H", "H", "H", "H", "H", "H", "H", "H", "H", "H", "N", "O", "S", "S"], "xyz": [[3.2607, -1.8652, 0.1931], [1.2484, 0.0361, -0.0271], [-0.0470, -0.6706, 0.2754], [-1.0771, 0.2177, 0.9708], [-1.2300, 1.6761, 0.4189], [-1.9540, 1.5890, -0.9456], [-3.5316, -0.3759, -0.6487], [4.4414, -2.0907, -0.0026], [3.1942, -1.7282, 1.4359], [2.4193, -2.8237, -0.2725], [1.7802, 0.4106, 0.8472], [1.1591, 0.9681, -0.6664], [-0.6812, -0.8134, -0.7413], [0.0756, -1.6806, 0.7100], [-0.8598, 0.2154, 2.1210], [-1.8753, -0.4896, 1.0225], [-0.2918, 2.2497, 0.1611], [-1.7721, 2.4983, 1.2502], [-1.0846, 1.3959, -1.5241], [-2.3162, 2.5561, -1.1070], [-3.1519, 0.7293, -0.9521], [3.8201, 0.5120, -0.9613], [2.7078, -0.6312, -0.9793], [-4.2341, -1.8854, -0.5783]], "e_homo_ev": -9.1589, "homo_lumo_gap_ev": 9.617}

---

Most stable pick: i. Distance to second place: 0.0311 hartree.